--- 1 ---
The following is a DFT calculation (the ωB97M-V functional and the def2-TZVPD basis) of a 2-piece molecular cluster, C4H11INO overall.

**Orbital gap**: 8.2251 eV
**Net charge**: +1
**Highest occupied orbital energy**: -13.54 eV

Last columns: bonded neighbours and bond lengths (Å).
Element x y z (Å)
1 C 2.12798 0.07772 0.36289  O6 1.409, H8 1.045, H9 1.012, H10 1.017
2 C 1.09240 -0.63861 -1.56916  O6 1.409, H11 1.007, H12 1.027, H13 1.013
3 C -1.76933 -0.70352 0.77950  N5 1.272, H14 1.003, H15 0.993
4 C -2.72416 1.39541 0.74506  N5 1.437, I7 2.227, H16 1.029, H17 1.202
5 N -1.72239 0.48535 1.22914  C3 1.272, C4 1.437, H18 0.990
6 O 0.90070 -0.00956 -0.32322  C1 1.409, C2 1.409
7 I -4.13453 2.02902 2.34842  C4 2.227
8 H 2.96321 0.36160 -0.19805  C1 1.045
9 H 2.08633 0.75598 1.11299  C1 1.012
10 H 2.39564 -0.75305 0.88446  C1 1.017
11 H 1.28815 -1.60586 -1.37122  C2 1.007
12 H 0.16812 -0.47421 -1.98505  C2 1.027
13 H 1.91459 -0.16674 -1.92519  C2 1.013
14 H -1.12243 -1.43379 1.01155  C3 1.003
15 H -2.37471 -1.05734 0.07661  C3 0.993
16 H -3.35097 1.10933 -0.01898  C4 1.029
17 H -2.07903 2.33218 0.35645  C4 1.202
18 H -0.99687 0.56012 1.89850  N5 0.990

The Löwdin scheme yields these atomic charges, measured in e: -0.097, -0.053, 0.189, -0.550, 0.007, -0.240, 0.789, 0.089, 0.060, 0.069, 0.068, 0.079, 0.068, 0.095, 0.095, 0.022, 0.143, 0.167

***

--- 2 ---
The following is a DFT calculation (the ωB97M-V functional and the def2-TZVPD basis) of an isolated ion of composition C4H11INO and charge +1.

**Orbital gap**: 9.7103 eV
**Net charge**: +1
**Highest occupied orbital energy**: -13.13 eV
**SMILES**: C[NH+](C)[C@@H](O)CI

Last columns: bonded neighbours and bond lengths (Å).
Element x y z (Å)
1 C 0.86867 0.02105 -1.43959  N2 1.529, H8 1.127, H9 1.154, H10 1.068
2 N 0.87003 -0.17775 0.07651  C1 1.529, C3 1.497, C4 1.504, H11 1.110
3 C 1.73208 0.84367 0.75137  N2 1.497, H12 1.057, H13 1.085, H14 1.114
4 C -0.54366 -0.00996 0.56130  N2 1.504, O5 1.354, C6 1.840, H15 1.044
5 O -0.90384 1.28327 0.38160  C4 1.354, H16 0.974
6 C -1.80580 -1.16332 -0.12000  C4 1.840, I7 2.106, H17 1.080, H18 1.149
7 I -3.67065 -0.99130 0.84431  C6 2.106
8 H 0.44952 1.06205 -1.53951  C1 1.127
9 H 1.98516 -0.09084 -1.71055  C1 1.154
10 H 0.32777 -0.83718 -1.77395  C1 1.068
11 H 1.08231 -1.18135 0.50160  N2 1.110
12 H 2.72210 0.50968 0.90874  C3 1.057
13 H 1.71478 1.75411 0.16075  C3 1.085
14 H 1.25113 1.04142 1.73644  C3 1.114
15 H -0.62110 -0.40188 1.52611  C4 1.044
16 H -1.87611 1.33864 0.35590  O5 0.974
17 H -2.04738 -0.72065 -1.07555  C6 1.080
18 H -1.53500 -2.27967 -0.14549  C6 1.149

The Löwdin scheme yields these atomic charges, measured in e: 0.045, -0.161, 0.016, -0.395, 0.006, -0.605, 0.887, 0.131, 0.143, 0.083, 0.250, 0.096, 0.110, 0.127, 0.105, 0.099, -0.002, 0.064

***

Preferred: 2; penalty for the next structure: 0.0683 hartree.